{
  "formula": "CH5NOS",
  "method": "ωB97M-V with the def2-TZVPD basis set",
  "symbols": ["C", "S", "N", "O", "H", "H", "H", "H", "H"],
  "coordinates": [[0.896, 0.732, -0.178], [-0.479, -0.235, 0.296], [-0.525, -1.624, -0.291], [-1.873, 0.972, -0.149], [1.364, 1.447, 0.488], [1.814, 0.001, -0.269], [0.582, 1.102, -1.055], [-0.412, -0.293, 1.732], [-1.367, -2.102, -0.575]],
  "nbo_charge": [-0.8204, 1.5595, -1.1386, -0.8561, 0.2719, 0.2489, 0.2620, 0.0458, 0.4269],
  "e_tot_ev": -15485.488,
  "relative_energy_ev": 5.632,
  "e_homo_ev": -9.52,
  "gap_ev": 9.8211,
  "e_lumo_ev": 0.30,
  "smiles": "C[S@H](=N)=O"
}